No. 1
C4H12N2O2 | the ωB97M-V functional and the def2-TZVPD basis

Positions of all 20 atoms, in Å:
C1 -2.496 -2.208 0.273
C2 -1.339 -1.253 0.518
C3 -0.082 -2.000 0.953
N1 -0.946 -0.277 -0.530
H1 -3.414 -1.714 -0.143
H2 -2.257 -2.984 -0.477
H3 -2.793 -2.824 1.150
H4 -1.632 -0.600 1.388
H5 0.568 -2.410 0.166
H6 -0.391 -2.773 1.690
H7 0.589 -1.329 1.495
H8 -1.833 0.174 -0.783
H9 0.127 0.477 -0.070
H10 -0.818 -0.894 -1.321
N2 1.012 1.220 -1.498
C4 1.416 1.661 -0.160
O1 0.940 0.942 0.792
O2 2.126 2.676 -0.113
H11 1.533 1.693 -2.219
H12 0.336 0.451 -1.610

Cartesian forces (eV/Å) of the 6 atoms listed first:
-1.1 -0.4 -1.6
0.4 0.1 3.0
0.3 -0.1 1.1
-1.4 -0.5 0.0
0.7 -0.2 0.6
0.2 0.4 0.1

As for the energy above the lowest of the compared OMol25 structures with the same formula, charge and spin: 66.7 kcal/mol. The expectation value of S² is 0.76. As for the total charge: +1. Its spin multiplicity is 2. The frontier orbital gap (spin up / spin down) is 12.49 / 6.55 eV.

No. 2
C4H12N2O2 | the ωB97M-V functional and the def2-TZVPD basis

Positions of all 20 atoms, in Å:
C1 0.971 0.785 -1.904
O1 0.641 1.570 -0.802
C2 0.846 -0.722 -1.689
N1 1.015 -1.381 -2.979
H1 0.308 1.063 -2.736
H2 2.007 0.939 -2.243
H3 1.536 -1.115 -0.930
H4 -0.157 -1.014 -1.370
H5 1.951 -1.219 -3.336
H6 0.881 -2.380 -2.888
O2 -2.436 0.370 2.058
C3 -1.716 -0.580 2.192
C4 -0.239 -0.558 1.878
N2 0.336 0.748 1.587
H7 -2.136 -1.510 2.591
H8 0.285 -1.051 2.700
H9 -0.188 -1.225 1.019
H10 1.032 1.007 2.278
H11 0.621 1.035 0.314
H12 -0.400 1.463 1.657

Cartesian forces (eV/Å) of the 6 atoms listed first:
-1.1 -0.9 0.5
0.7 -0.4 -1.1
-0.1 -1.2 0.0
0.3 0.6 0.2
0.2 0.4 -0.1
0.1 0.7 0.1

As for the energy above the lowest of the compared OMol25 structures with the same formula, charge and spin: 62.7 kcal/mol. The expectation value of S² is 0.75. As for the total charge: +1. Its spin multiplicity is 2. The frontier orbital gap (spin up / spin down) is 10.79 / 5.59 eV.

No. 3
C4H12N2O2 | the ωB97M-V functional and the def2-TZVPD basis

Positions of all 20 atoms, in Å:
C1 -0.408 1.053 1.455
N1 0.736 0.399 0.974
C2 1.251 -0.595 1.940
C3 0.644 0.004 -0.433
C4 0.451 -1.494 -0.790
N2 0.544 -1.758 -2.189
O1 -0.651 1.158 2.633
H1 -1.182 1.385 0.775
H2 0.518 -0.919 2.674
H3 1.822 0.044 2.652
H4 1.771 -1.393 1.438
H5 -0.112 0.571 -0.986
H6 1.592 0.366 -0.857
H7 1.094 -2.138 -0.188
H8 -0.499 -1.949 -0.482
H9 -0.083 -1.136 -2.694
H10 1.390 -1.887 -2.734
H11 -2.453 2.384 -1.506
H12 -3.644 3.112 -0.993
O2 -2.781 2.793 -0.689

Cartesian forces (eV/Å) of the 6 atoms listed first:
-1.8 1.0 2.2
-1.9 -3.0 -0.7
0.8 2.0 0.7
1.0 1.4 -0.2
0.5 -2.1 0.2
-0.6 1.0 -0.2

As for the energy above the lowest of the compared OMol25 structures with the same formula, charge and spin: 63.6 kcal/mol. The expectation value of S² is 0.76. As for the total charge: +1. Its spin multiplicity is 2. The frontier orbital gap (spin up / spin down) is 11.24 / 4.95 eV.

No. 4
C4H12N2O3 | the ωB97M-V functional and the def2-TZVPD basis

Positions of all 21 atoms, in Å:
C1 -1.895 0.320 -1.299
C2 -1.182 0.754 -0.029
C3 -1.409 -0.304 1.167
O1 -0.528 -0.017 2.221
O2 -1.301 -1.605 0.744
H1 -2.965 0.199 -1.110
H2 -1.770 1.062 -2.085
H3 -1.513 -0.641 -1.644
H4 -1.582 1.697 0.343
H5 -0.125 0.924 -0.239
H6 -2.430 -0.149 1.535
H7 0.261 -0.567 2.069
H8 -0.321 -1.774 0.534
N1 2.348 0.673 0.667
C4 1.872 -0.385 -0.046
N2 2.051 -0.329 -1.394
O3 1.380 -1.372 0.496
H9 1.990 0.784 1.602
H10 2.629 1.517 0.195
H11 1.878 -1.176 -1.910
H12 2.613 0.388 -1.817

Cartesian forces (eV/Å) of the 6 atoms listed first:
-0.1 0.0 0.2
-0.5 -0.9 1.0
0.2 1.6 -1.5
0.4 0.0 0.5
1.4 -1.0 -0.4
0.0 0.0 -0.1

As for the energy above the lowest of the compared OMol25 structures with the same formula, charge and spin: 0.0 kcal/mol. As for the total charge: 0. As for the structure (SMILES): CCC(O)O.NC(N)=O. The frontier orbital gap is 9.73 eV.

No. 5
C4H12N2O3 | the ωB97M-V functional and the def2-TZVPD basis

Positions of all 21 atoms, in Å:
N1 -0.702 -2.061 0.526
C1 -1.648 -0.921 0.606
N2 -0.920 0.347 0.791
C2 -0.226 0.821 -0.425
C3 1.251 0.386 -0.468
O1 1.867 0.188 0.569
C4 -0.226 2.367 -0.369
O2 0.345 2.858 -1.560
H1 -0.987 -2.745 -0.164
H2 -0.544 -2.526 1.442
H3 -2.332 -0.980 1.488
H4 -2.278 -0.868 -0.324
H5 -0.251 0.315 1.565
H6 -0.716 0.471 -1.378
H7 1.723 0.245 -1.482
H8 -1.253 2.804 -0.230
H9 0.400 2.761 0.426
H10 -0.285 2.842 -2.238
O3 2.444 -2.445 0.308
H11 2.818 -1.645 0.560
H12 1.521 -2.216 0.357

Cartesian forces (eV/Å) of the 6 atoms listed first:
-0.3 -0.1 0.5
0.5 0.3 0.8
-0.4 -0.1 -1.2
0.0 0.1 0.8
0.3 -0.4 0.7
-0.6 0.6 -1.4

As for the energy above the lowest of the compared OMol25 structures with the same formula, charge and spin: 47.9 kcal/mol. As for the total charge: 0. As for the structure (SMILES): NCN[C@H](C=O)CO.O. The frontier orbital gap is 9.85 eV.

No. 6
C4H12N2O6P2 | the ωB97M-V functional and the def2-TZVPD basis

Positions of all 26 atoms, in Å:
C1 -0.759 -2.276 2.704
C2 -0.347 -1.337 0.425
C3 -0.506 -0.993 1.866
C4 -0.358 0.862 -1.179
N1 0.638 -0.297 2.458
N2 -1.589 1.399 -0.968
O1 0.474 1.540 -3.605
O2 -1.038 -0.519 -3.497
O3 2.272 0.817 -0.433
O4 1.246 2.933 -1.463
O5 1.352 -0.629 -2.572
O6 0.653 2.329 0.915
P1 0.044 0.284 -2.863
P2 1.052 1.698 -0.382
H1 -0.817 -2.029 3.765
H2 -1.694 -2.749 2.393
H3 0.055 -2.985 2.550
H4 -1.205 -1.757 -0.076
H5 0.604 -1.748 0.127
H6 -1.382 -0.340 2.002
H7 1.803 -0.147 -1.842
H8 0.700 0.619 2.007
H9 1.483 -0.779 2.150
H10 1.119 2.495 -2.337
H11 -2.204 1.397 -1.771
H12 -1.595 2.215 -0.371

Cartesian forces (eV/Å) of the 6 atoms listed first:
-0.2 0.3 -0.2
0.0 0.8 -0.6
0.0 -0.3 0.4
0.9 -1.1 0.7
0.2 0.0 0.0
-0.5 0.3 0.0

As for the energy above the lowest of the compared OMol25 structures with the same formula, charge and spin: 0.0 kcal/mol. As for the total charge: -2. The frontier orbital gap (spin up / spin down) is 6.91 / 5.74 eV.